[1]
{"formula": "C17H24ClN3O4S", "method": "the ωB97M-V functional and the def2-TZVPD basis", "e_homo_ev": -8.89, "spin_multiplicity": 1, "e_tot_ev": -54036.1533, "orbital_gap_ev": 9.1, "smiles": "O=C(NCCN1CCOCC1)c1ccc(Cl)c(S(=O)(=O)N2CCCC2)c1", "largest_force_ev_per_a": 1.15, "elements": ["Cl", "S", "O", "O", "O", "O", "N", "N", "N", "C", "C", "C", "C", "C", "C", "C", "C", "C", "C", "C", "C", "C", "C", "C", "C", "C", "H", "H", "H", "H", "H", "H", "H", "H", "H", "H", "H", "H", "H", "H", "H", "H", "H", "H", "H", "H", "H", "H", "H", "H"], "coordinates": [[1.64, 2.67, 2.11], [1.98, 1.89, -0.91], [1.38, 3.19, -0.89], [-5.61, -1.33, 1.22], [-0.91, -3.40, 1.03], [2.01, 1.19, -2.16], [-3.84, -2.35, -0.75], [-1.09, -2.56, -1.07], [3.48, 1.95, -0.18], [0.56, -0.35, -0.21], [-5.00, -1.56, -1.12], [4.18, 3.23, -0.24], [-0.25, -0.82, 2.00], [0.97, 1.20, 1.58], [-5.34, -0.62, 0.04], [5.31, 3.08, -1.28], [-1.91, -3.64, -1.57], [1.10, 0.83, 0.25], [-4.14, -3.11, 0.46], [4.41, 0.95, -0.67], [-0.75, -2.49, 0.24], [5.16, 1.65, -1.80], [-4.50, -2.13, 1.57], [-3.34, -3.17, -1.84], [0.29, 0.36, 2.46], [-0.13, -1.19, 0.66], [-0.77, -1.49, 2.67], [4.53, 1.63, -2.69], [6.11, 1.17, -2.03], [-1.89, -4.43, -0.81], [-4.76, -0.97, -2.01], [0.72, -0.60, -1.25], [3.85, 0.07, -1.00], [3.45, 4.00, -0.51], [5.23, 3.81, -2.08], [-4.79, -2.67, 2.48], [-3.26, -3.67, 0.76], [-3.63, -1.49, 1.78], [6.28, 3.21, -0.79], [0.19, 0.65, 3.50], [-1.48, -4.04, -2.49], [-4.98, -3.80, 0.29], [-4.49, 0.07, 0.20], [-6.23, -0.04, -0.19], [-5.87, -2.20, -1.33], [-1.09, -1.72, -1.62], [4.57, 3.45, 0.75], [-3.98, -4.04, -2.04], [5.08, 0.67, 0.15], [-3.34, -2.54, -2.74]], "nbo_charge": [0.06, 2.32, -0.93, -0.52, -0.63, -0.95, -0.45, -0.60, -0.67, -0.11, -0.25, -0.24, -0.13, 0.00, -0.07, -0.43, -0.24, -0.38, -0.27, -0.23, 0.67, -0.42, -0.07, -0.22, -0.23, -0.16, 0.24, 0.22, 0.22, 0.23, 0.20, 0.24, 0.23, 0.24, 0.22, 0.20, 0.23, 0.16, 0.21, 0.24, 0.20, 0.17, 0.16, 0.19, 0.17, 0.40, 0.20, 0.18, 0.20, 0.19]}

[2]
{"formula": "C4H4N2OS", "method": "the ωB97M-V functional and the def2-TZVPD basis", "e_homo_ev": [-5.41, -9.32], "spin_multiplicity": 3, "e_tot_ev": -20069.2173, "orbital_gap_ev": [6.1, 7.0], "largest_force_ev_per_a": 6.37, "elements": ["S", "O", "N", "N", "C", "C", "C", "C", "H", "H", "H", "H"], "coordinates": [[3.25, -2.09, -2.06], [-1.39, -0.39, 1.21], [1.38, -0.34, -1.04], [-0.44, -1.10, 0.30], [-1.49, 0.95, 0.79], [2.12, -1.21, -1.51], [-0.26, 1.15, -0.06], [0.35, -0.06, -0.25], [0.12, -1.47, 1.06], [-1.53, 1.41, 1.76], [-2.34, 0.99, 0.12], [0.23, 2.16, -0.33]], "mulliken_spin": [0.30, 0.02, -0.06, 0.09, -0.05, 0.32, 0.73, 0.50, 0.02, 0.04, 0.06, 0.02]}

[3]
{"formula": "C15H14N3O3Pt", "method": "the ωB97M-V functional and the def2-TZVPD basis", "e_homo_ev": [-2.00, -5.08], "spin_multiplicity": 3, "e_tot_ev": -29642.8163, "orbital_gap_ev": [4.5, 7.0], "largest_force_ev_per_a": 2.17, "total_charge": -1, "elements": ["Pt", "O", "O", "O", "N", "N", "N", "C", "C", "C", "C", "C", "C", "C", "C", "C", "C", "C", "C", "C", "C", "C", "H", "H", "H", "H", "H", "H", "H", "H", "H", "H", "H", "H", "H", "H"], "coordinates": [[-0.14, -0.11, -0.06], [0.67, 2.02, 3.56], [1.95, -0.06, 0.14], [3.62, -0.71, 1.43], [0.27, 0.25, 2.17], [-0.17, 2.21, 0.27], [-2.11, -0.28, -0.35], [2.44, -0.43, 1.25], [1.47, -0.45, 2.49], [-1.83, -3.98, -0.09], [-0.26, -2.12, -0.17], [-3.00, 0.73, -0.42], [-3.99, -1.77, 0.00], [-4.34, 0.58, -0.27], [-0.77, -4.85, 0.00], [0.54, -4.39, -0.04], [0.16, 1.51, 2.56], [-1.60, -2.59, -0.15], [-4.86, -0.72, -0.02], [0.78, -3.01, -0.14], [-2.61, -1.58, -0.17], [-0.73, 2.34, 1.62], [-2.84, -4.36, -0.09], [-0.74, 3.38, 1.98], [1.81, -2.67, -0.18], [-2.58, 1.71, -0.64], [-5.01, 1.43, -0.35], [-0.96, -5.91, 0.10], [1.37, -5.08, 0.03], [-4.35, -2.78, 0.16], [-1.75, 1.96, 1.63], [1.99, 0.04, 3.32], [-0.64, 2.84, -0.38], [-5.92, -0.86, 0.15], [0.82, 2.46, 0.29], [1.25, -1.49, 2.75]], "mulliken_spin": [0.64, 0.02, 0.02, 0.00, 0.27, 0.00, 0.17, 0.00, 0.00, 0.12, 0.19, 0.02, -0.12, 0.06, -0.07, 0.15, 0.01, -0.23, 0.26, -0.04, 0.41, 0.00, 0.02, 0.00, 0.00, 0.02, 0.01, 0.00, 0.01, 0.01, 0.00, 0.01, 0.00, 0.03, 0.00, 0.01]}

[4]
{"formula": "C3H4F3N", "method": "the ωB97M-V functional and the def2-TZVPD basis", "e_homo_ev": -10.79, "spin_multiplicity": 1, "e_tot_ev": -12816.5830, "orbital_gap_ev": 11.7, "smiles": "FC(F)(F)N1CC1", "largest_force_ev_per_a": 4.54, "elements": ["F", "F", "F", "N", "C", "C", "C", "H", "H", "H", "H"], "coordinates": [[2.13, 1.06, -0.46], [1.45, 0.32, 1.34], [2.00, -1.25, -0.20], [0.08, 0.02, -0.62], [-1.01, 0.77, -0.07], [-1.02, -0.74, -0.07], [1.32, 0.13, 0.03], [-0.95, -1.22, 0.79], [-1.52, -1.36, -0.75], [-0.76, 1.19, 0.89], [-1.71, 1.07, -0.87]], "nbo_charge": [-0.30, -0.31, -0.41, -0.45, -0.26, -0.22, 1.10, 0.20, 0.21, 0.23, 0.23]}

[5]
{"formula": "C15H14AsF6IrN3S", "method": "the ωB97M-V functional and the def2-TZVPD basis", "e_homo_ev": [-15.13, -15.12], "spin_multiplicity": 2, "e_tot_ev": -111058.8316, "orbital_gap_ev": [7.7, 5.5], "largest_force_ev_per_a": 0.57, "total_charge": 2, "elements": ["Ir", "As", "S", "F", "F", "F", "F", "F", "F", "N", "N", "N", "C", "C", "C", "C", "C", "C", "C", "C", "C", "C", "C", "C", "C", "C", "C", "H", "H", "H", "H", "H", "H", "H", "H", "H", "H", "H", "H", "H", "H"], "coordinates": [[-1.00, -1.01, 0.01], [-3.19, -2.60, -1.10], [-0.91, -0.87, 2.23], [-1.76, -3.01, 0.00], [-1.81, -1.76, -1.96], [-2.97, -4.01, -1.97], [-3.06, -1.00, -0.07], [-4.27, -3.18, 0.04], [-4.28, -1.82, -2.10], [0.97, -1.38, -0.25], [-0.74, 0.99, 0.03], [4.91, -2.39, -0.97], [3.29, -1.01, 0.13], [-0.86, 1.61, 1.25], [-0.63, 3.13, -1.01], [-0.96, 0.81, 2.42], [-1.11, 2.79, 3.79], [1.98, -0.72, 0.35], [3.64, -2.07, -0.74], [1.29, -2.40, -1.10], [-1.08, 1.41, 3.68], [2.57, -2.75, -1.37], [-0.47, 1.07, -2.42], [-1.02, 3.58, 2.66], [-0.61, 1.73, -1.08], [-0.88, 3.01, 1.37], [-0.77, 3.77, 0.18], [-1.04, 4.66, 2.74], [-0.53, 3.69, -1.93], [-1.39, 1.22, -2.99], [-0.27, 0.01, -2.36], [0.46, -2.93, -1.55], [0.34, 1.55, -2.97], [4.05, -0.45, 0.65], [5.15, -3.15, -1.59], [5.67, -1.92, -0.51], [2.76, -3.57, -2.05], [-1.22, 3.25, 4.76], [1.70, 0.08, 1.02], [-0.79, 4.85, 0.24], [-1.15, 0.79, 4.56]], "mulliken_spin": [0.07, 0.00, 0.51, 0.00, 0.00, 0.00, 0.00, 0.00, 0.00, 0.01, 0.02, 0.00, 0.00, 0.08, 0.00, 0.05, -0.02, -0.01, 0.00, 0.01, 0.09, 0.00, 0.00, 0.19, -0.01, -0.01, 0.01, 0.00, 0.00, 0.00, 0.00, 0.00, 0.00, 0.00, 0.00, 0.00, 0.00, 0.00, 0.01, 0.00, 0.00]}

[6]
{"formula": "C3H4ClF", "method": "the ωB97M-V functional and the def2-TZVPD basis", "e_homo_ev": -10.49, "spin_multiplicity": 1, "e_tot_ev": -18412.8060, "orbital_gap_ev": 11.3, "smiles": "F[C@@H]1C[C@H]1Cl", "largest_force_ev_per_a": 5.48, "elements": ["Cl", "F", "C", "C", "C", "H", "H", "H", "H"], "coordinates": [[0.76, -1.35, 1.86], [-0.44, 2.10, 0.00], [0.18, 0.79, 0.19], [-0.35, -0.43, 0.70], [-0.05, -0.37, -0.83], [-0.76, -0.40, -1.90], [0.87, -0.83, -1.17], [-1.53, -0.36, 0.95], [1.34, 0.85, 0.19]], "nbo_charge": [-0.04, -0.35, 0.15, -0.25, -0.46, 0.26, 0.22, 0.27, 0.20]}

What did the first record say?
{"formula": "C17H24ClN3O4S", "method": "the ωB97M-V functional and the def2-TZVPD basis", "e_homo_ev": -8.89, "spin_multiplicity": 1, "e_tot_ev": -54036.1533, "orbital_gap_ev": 9.1, "smiles": "O=C(NCCN1CCOCC1)c1ccc(Cl)c(S(=O)(=O)N2CCCC2)c1", "largest_force_ev_per_a": 1.15, "elements": ["Cl", "S", "O", "O", "O", "O", "N", "N", "N", "C", "C", "C", "C", "C", "C", "C", "C", "C", "C", "C", "C", "C", "C", "C", "C", "C", "H", "H", "H", "H", "H", "H", "H", "H", "H", "H", "H", "H", "H", "H", "H", "H", "H", "H", "H", "H", "H", "H", "H", "H"], "coordinates": [[1.64, 2.67, 2.11], [1.98, 1.89, -0.91], [1.38, 3.19, -0.89], [-5.61, -1.33, 1.22], [-0.91, -3.40, 1.03], [2.01, 1.19, -2.16], [-3.84, -2.35, -0.75], [-1.09, -2.56, -1.07], [3.48, 1.95, -0.18], [0.56, -0.35, -0.21], [-5.00, -1.56, -1.12], [4.18, 3.23, -0.24], [-0.25, -0.82, 2.00], [0.97, 1.20, 1.58], [-5.34, -0.62, 0.04], [5.31, 3.08, -1.28], [-1.91, -3.64, -1.57], [1.10, 0.83, 0.25], [-4.14, -3.11, 0.46], [4.41, 0.95, -0.67], [-0.75, -2.49, 0.24], [5.16, 1.65, -1.80], [-4.50, -2.13, 1.57], [-3.34, -3.17, -1.84], [0.29, 0.36, 2.46], [-0.13, -1.19, 0.66], [-0.77, -1.49, 2.67], [4.53, 1.63, -2.69], [6.11, 1.17, -2.03], [-1.89, -4.43, -0.81], [-4.76, -0.97, -2.01], [0.72, -0.60, -1.25], [3.85, 0.07, -1.00], [3.45, 4.00, -0.51], [5.23, 3.81, -2.08], [-4.79, -2.67, 2.48], [-3.26, -3.67, 0.76], [-3.63, -1.49, 1.78], [6.28, 3.21, -0.79], [0.19, 0.65, 3.50], [-1.48, -4.04, -2.49], [-4.98, -3.80, 0.29], [-4.49, 0.07, 0.20], [-6.23, -0.04, -0.19], [-5.87, -2.20, -1.33], [-1.09, -1.72, -1.62], [4.57, 3.45, 0.75], [-3.98, -4.04, -2.04], [5.08, 0.67, 0.15], [-3.34, -2.54, -2.74]], "nbo_charge": [0.06, 2.32, -0.93, -0.52, -0.63, -0.95, -0.45, -0.60, -0.67, -0.11, -0.25, -0.24, -0.13, 0.00, -0.07, -0.43, -0.24, -0.38, -0.27, -0.23, 0.67, -0.42, -0.07, -0.22, -0.23, -0.16, 0.24, 0.22, 0.22, 0.23, 0.20, 0.24, 0.23, 0.24, 0.22, 0.20, 0.23, 0.16, 0.21, 0.24, 0.20, 0.17, 0.16, 0.19, 0.17, 0.40, 0.20, 0.18, 0.20, 0.19]}

Copy entry 5 word for word.
{"formula": "C15H14AsF6IrN3S", "method": "the ωB97M-V functional and the def2-TZVPD basis", "e_homo_ev": [-15.13, -15.12], "spin_multiplicity": 2, "e_tot_ev": -111058.8316, "orbital_gap_ev": [7.7, 5.5], "largest_force_ev_per_a": 0.57, "total_charge": 2, "elements": ["Ir", "As", "S", "F", "F", "F", "F", "F", "F", "N", "N", "N", "C", "C", "C", "C", "C", "C", "C", "C", "C", "C", "C", "C", "C", "C", "C", "H", "H", "H", "H", "H", "H", "H", "H", "H", "H", "H", "H", "H", "H"], "coordinates": [[-1.00, -1.01, 0.01], [-3.19, -2.60, -1.10], [-0.91, -0.87, 2.23], [-1.76, -3.01, 0.00], [-1.81, -1.76, -1.96], [-2.97, -4.01, -1.97], [-3.06, -1.00, -0.07], [-4.27, -3.18, 0.04], [-4.28, -1.82, -2.10], [0.97, -1.38, -0.25], [-0.74, 0.99, 0.03], [4.91, -2.39, -0.97], [3.29, -1.01, 0.13], [-0.86, 1.61, 1.25], [-0.63, 3.13, -1.01], [-0.96, 0.81, 2.42], [-1.11, 2.79, 3.79], [1.98, -0.72, 0.35], [3.64, -2.07, -0.74], [1.29, -2.40, -1.10], [-1.08, 1.41, 3.68], [2.57, -2.75, -1.37], [-0.47, 1.07, -2.42], [-1.02, 3.58, 2.66], [-0.61, 1.73, -1.08], [-0.88, 3.01, 1.37], [-0.77, 3.77, 0.18], [-1.04, 4.66, 2.74], [-0.53, 3.69, -1.93], [-1.39, 1.22, -2.99], [-0.27, 0.01, -2.36], [0.46, -2.93, -1.55], [0.34, 1.55, -2.97], [4.05, -0.45, 0.65], [5.15, -3.15, -1.59], [5.67, -1.92, -0.51], [2.76, -3.57, -2.05], [-1.22, 3.25, 4.76], [1.70, 0.08, 1.02], [-0.79, 4.85, 0.24], [-1.15, 0.79, 4.56]], "mulliken_spin": [0.07, 0.00, 0.51, 0.00, 0.00, 0.00, 0.00, 0.00, 0.00, 0.01, 0.02, 0.00, 0.00, 0.08, 0.00, 0.05, -0.02, -0.01, 0.00, 0.01, 0.09, 0.00, 0.00, 0.19, -0.01, -0.01, 0.01, 0.00, 0.00, 0.00, 0.00, 0.00, 0.00, 0.00, 0.00, 0.00, 0.00, 0.00, 0.01, 0.00, 0.00]}